{"formula": "C2H6NO3", "method": "ωB97M-V/def2-TZVPD", "species": ["N", "C", "O", "C", "O", "O", "H", "H", "H", "H", "H", "H"], "xyz": [[0.8622, 0.4306, 1.3543], [0.6405, -0.5288, 0.5436], [1.0268, -1.7153, 0.4850], [-0.3607, 0.1954, -0.7496], [-0.8886, 1.2416, -0.0407], [-1.3520, -0.5506, -1.4429], [1.5261, 0.5112, 2.1109], [0.4839, 1.4044, 1.0207], [0.8833, -2.1039, -0.3921], [0.4191, 0.5568, -1.5504], [-1.5494, 1.7745, -0.5487], [-1.6913, -1.2159, -0.7899]], "atomic_forces_ev_per_a": [[0.7, 2.2, 0.4], [-3.4, 3.7, -3.9], [1.3, -1.6, 0.8], [1.7, -0.5, -1.0], [-1.3, 1.2, -0.4], [1.6, -0.8, 2.4], [0.2, -0.8, 0.3], [0.3, -2.4, 0.8], [-0.2, -0.2, 0.0], [-1.4, -0.8, 1.4], [0.8, -0.7, 0.3], [-0.2, 0.8, -1.0]], "mol_weight_g_mol": 92.1, "charge": 1, "gap_ev": 11.958, "e_above_lowest_kcal_mol": 36.6, "lumo_energy_ev": -4.0, "smiles": "[NH2+]=C(O)C(O)O", "energy_ha": -359.97812, "homo_energy_ha": -0.58791}

***

{"formula": "C5H12N2", "method": "ωB97M-V/def2-TZVPD", "species": ["C", "C", "C", "C", "N", "C", "N", "H", "H", "H", "H", "H", "H", "H", "H", "H", "H", "H", "H"], "xyz": [[0.8278, 0.1719, 2.5527], [-0.3029, -0.5163, 1.9677], [-1.0143, -0.1126, 0.7296], [-0.2363, -0.4583, -0.6685], [-0.9753, -1.5014, -1.3022], [0.1313, 0.8490, -1.5541], [1.4516, 1.4153, -1.2394], [1.2109, 0.9646, 2.0830], [1.3455, -0.0301, 3.4446], [-0.6647, -1.3284, 2.5318], [-1.3713, 1.0163, 0.6429], [-1.9967, -0.6209, 0.6730], [0.6971, -0.8005, -0.2016], [-1.8789, -1.2691, -1.5754], [-0.4780, -2.1055, -1.9754], [0.3154, 0.3703, -2.5025], [-0.6862, 1.5790, -1.5437], [2.0364, 0.8979, -0.5547], [1.7026, 2.3270, -1.3948]], "atomic_forces_ev_per_a": [[-5.5, -4.3, -1.8], [4.5, 3.5, 2.5], [-1.4, 2.1, -2.2], [0.0, 2.0, 2.3], [2.4, -1.4, -0.2], [0.9, -1.7, 0.7], [-0.2, -3.3, 1.9], [1.2, 3.2, -2.1], [0.1, -1.0, 1.1], [-0.5, -1.0, 0.4], [1.2, -2.0, 0.7], [0.6, -0.1, 0.1], [0.1, -0.4, -1.0], [-1.6, 0.5, -0.7], [-0.5, 0.9, 0.5], [-0.9, 0.2, -0.9], [0.2, -0.1, -0.2], [-0.9, 0.9, -0.9], [0.2, 2.3, -0.3]], "mol_weight_g_mol": 100.2, "charge": 0, "gap_ev": 9.609, "e_above_lowest_kcal_mol": 68.6, "lumo_energy_ev": 1.2, "smiles": "C=CC[C@@H](N)CN", "energy_ha": -307.12007, "homo_energy_ha": -0.31007}

***

{"formula": "C5H5NO2", "method": "ωB97M-V/def2-TZVPD", "species": ["C", "C", "C", "O", "C", "N", "C", "O", "H", "H", "H", "H", "H"], "xyz": [[-0.9319, -1.6465, -0.0091], [-0.6426, -0.1783, -0.0975], [-1.5303, 0.6972, -0.4892], [-2.3659, 1.4676, -0.7828], [0.6448, 0.3122, 0.3772], [1.6203, 0.6466, -0.5906], [1.0623, 1.7161, 0.0143], [1.5219, 2.6203, 0.6711], [-1.6924, -1.8394, 0.7545], [-1.2958, -2.0361, -0.9652], [-0.0366, -2.2164, 0.2610], [1.0258, -0.0884, 1.3091], [2.6204, 0.5450, -0.4526]], "atomic_forces_ev_per_a": [[-0.6, -0.5, -0.2], [0.1, -0.9, 0.3], [-1.5, 1.2, -0.2], [1.2, -1.0, 0.2], [-2.3, 0.9, 0.8], [2.1, 1.0, -3.1], [2.0, -1.8, 3.2], [-0.8, 1.4, -1.2], [0.1, -0.2, -0.1], [0.0, -0.1, 0.2], [-0.1, 0.3, -0.1], [-0.2, 0.0, 0.3], [0.0, -0.3, 0.0]], "mol_weight_g_mol": 111.1, "charge": 0, "gap_ev": 8.994, "e_above_lowest_kcal_mol": 87.9, "lumo_energy_ev": -0.1, "smiles": "CC(=C=O)[C@H]1NC1=O", "energy_ha": -398.63839, "homo_energy_ha": -0.33299}